## i
ORCA calculation (the ωB97M-V functional and the def2-TZVPD basis) on 5 unconnected molecules or ions with the total composition C6H24N2O4.

Output
SMILES: CCNCCN(C)C.O.O.O.O
HOMO (hartree): -0.321

Each line ends with the Mulliken charge.
Geometry (Å):
C  0.8808  0.4767  0.6156  -1.22
N  1.6371  -0.7814  0.7005  0.49
C  3.0566  -0.4427  1.0711  -0.98
C  1.0768  -1.5322  1.8472  -1.30
C  -0.1000  0.4105  -0.5613  -0.58
N  -1.3936  -0.1677  -0.1816  0.02
C  -2.5132  -0.0244  -1.0925  -0.16
C  -2.9105  -1.3476  -1.7326  -1.38
H  1.4872  1.3509  0.2812  0.44
H  0.3925  0.9160  1.5100  0.19
H  3.0477  0.1494  2.0017  0.35
H  3.4542  0.1848  0.2780  0.23
H  3.6397  -1.3428  1.1984  0.30
H  1.4592  -2.5554  1.8125  0.41
H  -0.0251  -1.7009  1.6720  0.25
H  1.1561  -0.8659  2.7179  0.47
H  -0.2800  1.4197  -0.9390  0.62
H  0.2572  -0.1731  -1.4253  0.20
H  -1.2612  -1.1182  0.1357  0.04
H  -2.1618  0.6891  -1.8866  0.33
H  -3.4508  0.4020  -0.6943  0.21
H  -3.6142  -1.2862  -2.5815  0.39
H  -3.2280  -2.0167  -0.9522  0.35
H  -2.1514  -1.8963  -2.3329  0.31
H  -2.3451  1.0920  1.0896  0.38
H  -3.0827  2.3762  0.8170  0.32
O  -2.7030  1.8765  1.5565  -0.70
H  2.5226  2.2342  -2.5657  0.28
H  2.6531  1.0391  -1.6357  0.28
O  2.0041  1.5447  -2.1370  -0.56
H  -0.7017  3.0520  1.3059  0.34
H  -0.4389  4.3858  0.6684  0.30
O  -0.0045  3.5334  0.8182  -0.63
H  1.5656  -2.6150  -0.6147  0.38
H  0.8957  -3.7819  0.0613  0.30
O  1.1791  -3.4845  -0.8256  -0.68

## ii
ORCA calculation (the ωB97M-V functional and the def2-TZVPD basis) on a molecular structure, C6H24N2O4.

Output
HOMO (hartree): -0.283

Each line ends with the Mulliken charge.
Geometry (Å):
C  3.5018  0.4929  -1.2260  -1.52
C  2.2226  0.5806  -0.3601  -0.06
C  2.1599  -0.6678  0.5238  -0.91
C  1.3290  -1.7715  -0.1448  -0.98
C  -0.1827  -1.3697  -0.2708  0.05
N  -1.0755  -2.2957  0.3881  -0.16
C  -2.1297  -2.8465  -0.4068  -0.65
N  -3.3968  -2.1445  -0.3812  -0.56
H  3.4346  1.2274  -2.0299  0.39
H  4.3359  0.7134  -0.5611  0.37
H  3.6128  -0.4433  -1.7734  0.33
H  2.2291  1.5071  0.2121  0.22
H  1.3781  0.6879  -1.0473  0.41
H  1.6275  -0.5274  1.4676  0.32
H  3.1320  -1.0495  0.7726  0.46
H  1.6795  -2.0996  -1.1273  0.22
H  1.1972  -2.6576  0.4812  0.48
H  -0.4939  -1.2780  -1.3074  0.39
H  -0.2901  -0.3081  -0.0023  -0.29
H  -1.3738  -2.0403  1.3152  0.25
H  -1.8506  -2.9441  -1.4575  0.37
H  -2.3820  -3.8957  -0.2242  0.37
H  -3.8960  -2.2641  0.4886  0.20
H  -3.4557  -1.1741  -0.6532  0.29
H  -2.5048  1.1358  0.3188  0.40
H  -3.1726  1.4275  -1.0366  0.19
O  -2.6908  0.7511  -0.5486  -0.68
H  0.1683  3.3111  2.4462  0.30
H  0.2661  2.8042  1.1435  0.32
O  0.0481  2.4440  2.0202  -0.61
H  -2.5713  1.5729  2.1469  0.31
H  -1.2883  0.9302  1.8028  0.30
O  -2.2016  0.9824  1.4755  -0.52
H  1.3402  3.1143  -0.8493  0.34
H  0.2974  4.1555  -1.1133  0.34
O  0.9960  3.9394  -0.4821  -0.68

Ranking the structures above by energy, i is first and the second is 53.2 kJ/mol behind.